{
  "formula": "C10H23CaNO6",
  "method": "wB97M-V/def2-TZVPD",
  "energy_ev": -42944.3503,
  "homo_energy_ha": 0.0643,
  "total_charge": -2,
  "de_lowest_kj_mol": 716.2,
  "orbital_gap_ev": 1.45,
  "symbols": ["Ca", "O", "C", "C", "O", "H", "H", "H", "H", "O", "C", "C", "O", "H", "H", "H", "H", "C", "O", "C", "C", "N", "C", "C", "O", "C", "H", "H", "H", "H", "H", "H", "H", "H", "H", "H", "H", "H", "H", "H", "H"],
  "coordinates": [[-14.01, -12.35, 14.32], [-13.64, -16.49, 14.98], [-13.90, -17.91, 14.79], [-13.66, -19.01, 15.90], [-12.50, -19.05, 16.66], [-13.34, -18.23, 13.91], [-14.91, -18.11, 14.44], [-13.95, -20.06, 15.78], [-14.28, -18.72, 16.75], [-12.69, -11.82, 17.42], [-13.02, -10.63, 18.11], [-14.43, -9.98, 17.82], [-14.99, -9.92, 16.48], [-12.29, -9.85, 17.92], [-13.00, -10.98, 19.14], [-14.43, -9.01, 18.33], [-15.18, -10.52, 18.39], [-17.16, -13.57, 14.08], [-16.32, -13.04, 13.08], [-16.95, -12.11, 12.28], [-16.03, -11.89, 11.01], [-14.86, -11.29, 11.52], [-13.78, -11.16, 10.53], [-12.51, -11.11, 11.36], [-12.30, -12.03, 12.30], [-11.93, -13.33, 11.80], [-17.14, -13.05, 15.03], [-16.93, -14.60, 14.36], [-18.20, -13.64, 13.76], [-17.01, -11.16, 12.82], [-17.94, -12.27, 11.86], [-16.63, -11.39, 10.25], [-15.88, -12.89, 10.60], [-15.11, -10.32, 11.67], [-13.98, -10.19, 10.06], [-13.92, -11.85, 9.69], [-12.21, -10.20, 11.88], [-11.61, -11.06, 10.74], [-11.79, -14.03, 12.62], [-10.98, -13.29, 11.27], [-12.74, -13.64, 11.14]],
  "mulliken_charge": [1.09, -0.58, -0.55, -0.69, -0.94, 0.24, 0.25, 0.35, 0.22, -0.76, -0.37, -0.49, -0.81, 0.20, 0.19, 0.27, 0.21, -0.93, -0.17, -0.65, -1.02, 0.22, -0.96, -0.69, -0.25, -0.77, 0.41, 0.32, 0.32, 0.38, 0.44, 0.43, 0.39, 0.13, 0.46, 0.38, 0.40, 0.42, 0.34, 0.29, 0.28]
}


{
  "formula": "C3H4Br2O",
  "method": "wB97M-V/def2-TZVPD",
  "energy_ev": -145307.2193,
  "homo_energy_ha": -0.3841,
  "de_lowest_kj_mol": 6.2,
  "orbital_gap_ev": 10.49,
  "symbols": ["C", "C", "C", "O", "Br", "Br", "H", "H", "H", "H"],
  "coordinates": [[0.11, -0.05, -1.44], [-0.77, 0.14, 1.01], [0.50, -0.02, 0.04], [-1.03, -0.13, -1.82], [1.59, -1.61, 0.30], [1.60, 1.51, 0.39], [1.06, -0.35, -2.05], [-1.59, 0.48, 0.35], [-0.58, 0.94, 1.86], [-0.89, -0.90, 1.34]],
  "mulliken_charge": [0.04, -0.97, 0.23, -0.44, -0.04, -0.04, 0.29, 0.29, 0.32, 0.31]
}


{
  "formula": "C7H15NO",
  "method": "wB97M-V/def2-TZVPD",
  "energy_ev": -11036.1505,
  "homo_energy_ha": -0.2943,
  "de_lowest_kj_mol": 436.5,
  "orbital_gap_ev": 8.90,
  "symbols": ["C", "C", "C", "C", "C", "C", "C", "N", "O", "H", "H", "H", "H", "H", "H", "H", "H", "H", "H", "H", "H", "H", "H", "H"],
  "coordinates": [[-1.78, 0.33, 0.23], [3.05, -0.01, -0.48], [0.35, -1.93, -0.12], [-2.04, 0.32, -1.26], [0.45, 1.98, 0.95], [0.53, -0.53, 0.30], [0.07, 0.61, 0.56], [-2.45, -0.70, 0.91], [2.30, -0.27, 0.66], [-2.06, 1.29, 0.67], [-2.35, -1.61, 0.49], [-2.25, -0.73, 1.90], [2.85, 0.99, -0.91], [4.13, -0.04, -0.23], [2.89, -0.75, -1.29], [1.34, -2.39, -0.10], [-0.06, -2.01, -1.12], [-0.27, -2.48, 0.59], [-1.74, -0.62, -1.72], [-1.51, 1.14, -1.75], [-3.11, 0.45, -1.45], [1.53, 2.00, 1.08], [0.16, 2.70, 0.19], [-0.02, 2.26, 1.89]],
  "mulliken_charge": [-0.02, -0.65, -1.40, -1.19, -1.39, 0.54, 0.60, -0.54, -0.56, 0.42, 0.25, 0.27, 0.22, 0.27, 0.25, 0.38, 0.29, 0.35, 0.23, 0.33, 0.37, 0.35, 0.30, 0.35]
}


{
  "formula": "C2H5NO2Se",
  "method": "wB97M-V/def2-TZVPD",
  "energy_ev": -73085.4356,
  "homo_energy_ha": -0.3320,
  "smiles": "N[C@@H]([SeH])C(=O)O",
  "de_lowest_kj_mol": 36.9,
  "orbital_gap_ev": 9.18,
  "symbols": ["C", "C", "N", "O", "O", "Se", "H", "H", "H", "H", "H"],
  "coordinates": [[-0.17, 1.78, -0.99], [0.48, 0.66, -0.19], [-0.45, -0.10, 0.59], [-1.44, 1.52, -1.32], [0.45, 2.72, -1.44], [1.14, -0.60, -1.80], [1.41, 0.85, 0.28], [-1.61, 0.51, -0.99], [-1.34, 0.35, 0.90], [0.00, -0.57, 1.37], [-0.07, -0.11, -2.62]],
  "mulliken_charge": [0.53, -0.38, -0.54, -0.49, -0.54, -0.05, 0.46, 0.44, 0.20, 0.24, 0.13]
}


{
  "formula": "H26O13",
  "method": "wB97M-V/def2-TZVPD",
  "energy_ev": -27035.8748,
  "homo_energy_ha": -0.3454,
  "de_lowest_kj_mol": 585.9,
  "orbital_gap_ev": 9.16,
  "symbols": ["O", "H", "H", "O", "H", "H", "O", "H", "H", "O", "H", "H", "O", "H", "H", "O", "H", "H", "O", "H", "H", "O", "H", "H", "O", "H", "H", "O", "H", "H", "O", "H", "H", "O", "H", "H", "O", "H", "H"],
  "coordinates": [[42.50, 1.59, 2.58], [42.67, 0.68, 2.24], [41.91, 1.58, 3.37], [44.41, -0.53, 1.88], [43.60, -0.27, 1.23], [45.09, -0.89, 1.18], [42.89, 0.52, 5.62], [43.48, 1.26, 5.38], [43.47, -0.12, 6.05], [42.47, 0.13, 0.47], [42.38, 0.34, -0.50], [41.51, 0.36, 0.65], [39.88, 0.53, 1.38], [39.36, -0.23, 1.22], [40.26, 0.32, 2.21], [40.58, 1.54, 4.70], [39.70, 1.34, 5.05], [40.96, 0.91, 5.23], [44.12, -2.11, 4.01], [44.16, -1.53, 3.41], [44.44, -1.64, 4.83], [40.44, 2.74, 0.94], [41.27, 2.33, 1.43], [40.04, 1.78, 0.96], [45.64, 1.52, 1.63], [46.53, 1.66, 1.24], [45.33, 0.60, 1.55], [43.88, 2.96, 4.31], [43.18, 2.68, 3.90], [44.74, 2.73, 3.84], [41.74, -1.51, 3.53], [41.44, -2.04, 4.30], [42.69, -1.53, 3.56], [43.31, 3.60, 0.61], [44.13, 3.60, 0.18], [43.29, 2.71, 1.03], [40.38, 4.33, 4.78], [40.62, 3.42, 4.62], [39.40, 4.44, 4.38]],
  "mulliken_charge": [0.89, -0.28, 0.16, -0.95, 0.41, 0.37, -0.62, 0.33, 0.22, -0.65, 0.37, 0.20, -0.60, 0.29, 0.19, -0.56, 0.28, 0.16, -0.60, 0.43, 0.31, -0.78, 0.16, 0.50, -0.60, 0.25, 0.38, -0.74, 0.18, 0.34, -0.60, 0.27, 0.25, -0.63, 0.28, 0.36, -0.68, 0.35, 0.32]
}


Repeat the third record exactly.
{
  "formula": "C7H15NO",
  "method": "wB97M-V/def2-TZVPD",
  "energy_ev": -11036.1505,
  "homo_energy_ha": -0.2943,
  "de_lowest_kj_mol": 436.5,
  "orbital_gap_ev": 8.90,
  "symbols": ["C", "C", "C", "C", "C", "C", "C", "N", "O", "H", "H", "H", "H", "H", "H", "H", "H", "H", "H", "H", "H", "H", "H", "H"],
  "coordinates": [[-1.78, 0.33, 0.23], [3.05, -0.01, -0.48], [0.35, -1.93, -0.12], [-2.04, 0.32, -1.26], [0.45, 1.98, 0.95], [0.53, -0.53, 0.30], [0.07, 0.61, 0.56], [-2.45, -0.70, 0.91], [2.30, -0.27, 0.66], [-2.06, 1.29, 0.67], [-2.35, -1.61, 0.49], [-2.25, -0.73, 1.90], [2.85, 0.99, -0.91], [4.13, -0.04, -0.23], [2.89, -0.75, -1.29], [1.34, -2.39, -0.10], [-0.06, -2.01, -1.12], [-0.27, -2.48, 0.59], [-1.74, -0.62, -1.72], [-1.51, 1.14, -1.75], [-3.11, 0.45, -1.45], [1.53, 2.00, 1.08], [0.16, 2.70, 0.19], [-0.02, 2.26, 1.89]],
  "mulliken_charge": [-0.02, -0.65, -1.40, -1.19, -1.39, 0.54, 0.60, -0.54, -0.56, 0.42, 0.25, 0.27, 0.22, 0.27, 0.25, 0.38, 0.29, 0.35, 0.23, 0.33, 0.37, 0.35, 0.30, 0.35]
}


Repeat the fourth record exactly.
{
  "formula": "C2H5NO2Se",
  "method": "wB97M-V/def2-TZVPD",
  "energy_ev": -73085.4356,
  "homo_energy_ha": -0.3320,
  "smiles": "N[C@@H]([SeH])C(=O)O",
  "de_lowest_kj_mol": 36.9,
  "orbital_gap_ev": 9.18,
  "symbols": ["C", "C", "N", "O", "O", "Se", "H", "H", "H", "H", "H"],
  "coordinates": [[-0.17, 1.78, -0.99], [0.48, 0.66, -0.19], [-0.45, -0.10, 0.59], [-1.44, 1.52, -1.32], [0.45, 2.72, -1.44], [1.14, -0.60, -1.80], [1.41, 0.85, 0.28], [-1.61, 0.51, -0.99], [-1.34, 0.35, 0.90], [0.00, -0.57, 1.37], [-0.07, -0.11, -2.62]],
  "mulliken_charge": [0.53, -0.38, -0.54, -0.49, -0.54, -0.05, 0.46, 0.44, 0.20, 0.24, 0.13]
}